Record 1
C33H79N7O15P2 | ωB97M-V with the def2-TZVPD basis set

Computed properties:
**Total charge**: 0
**SMILES**: CC1(C)CCCC(C)(C)N1O.COP(=O)(OC)OC.COP(=O)(OC)OC.CNC(C)=O.CNC(C)=O.CNC(C)=O.CNC(C)=O.CNC(C)=O.CNC(C)=O
**M**: 875.98 g mol⁻¹
**LUMO level**: 0.31 eV

CARTESIAN COORDINATES (ANGSTROEM)
H: -14.702 -12.034 -4.239
H: -15.594 -6.128 -10.644
H: -13.333 -10.815 -10.721
C: -12.097 -14.940 -8.989
P: -16.942 -17.298 -9.702
C: -15.816 -6.853 -9.800
C: -13.589 -11.879 -11.017
H: -17.922 -13.042 -9.169
N: -19.057 -12.519 -7.335
C: -14.744 -7.894 -9.439
H: -20.603 -18.909 -5.025
H: -11.617 -14.474 -12.620
H: -15.625 -9.204 -5.953
C: -13.346 -12.780 -8.679
H: -16.142 -6.370 -8.859
O: -10.331 -13.544 -10.510
C: -21.228 -7.864 -10.388
H: -13.902 -13.227 -7.817
H: -10.112 -13.753 -7.889
H: -23.526 -6.176 -10.701
H: -23.666 -15.264 -4.233
N: -18.264 -7.625 -7.250
H: -12.830 -14.751 -11.497
H: -21.262 -12.075 -6.100
H: -17.067 -12.074 -11.343
O: -17.692 -16.724 -8.602
C: -17.794 -12.763 -8.114
H: -24.418 -7.249 -9.637
H: -12.189 -11.313 -13.128
H: -13.207 -11.732 -8.375
H: -16.711 -7.412 -10.070
N: -14.267 -7.762 -8.176
C: -20.591 -15.592 -8.208
H: -16.107 -15.655 -12.685
H: -11.233 -15.500 -9.274
H: -19.551 -15.485 -8.027
H: -15.610 -9.248 -12.194
H: -17.267 -13.600 -7.678
H: -17.735 -20.260 -9.382
C: -12.504 -13.988 -12.205
H: -13.180 -13.749 -13.063
H: -20.964 -18.200 -6.635
H: -18.084 -10.807 -10.617
H: -19.590 -8.702 -11.331
H: -16.203 -16.943 -4.932
H: -21.045 -9.840 -11.304
H: -11.072 -10.839 -11.880
H: -18.948 -18.991 -8.917
H: -21.610 -10.515 -7.013
H: -23.028 -6.475 -8.970
H: -12.840 -15.305 -9.745
C: -18.844 -6.314 -7.364
H: -17.047 -16.096 -6.158
H: -16.313 -10.732 -10.585
H: -19.297 -18.746 -6.243
H: -15.190 -12.083 -9.620
O: -14.539 -15.283 -6.012
H: -14.610 -13.664 -10.288
C: -16.611 -9.234 -6.426
C: -15.512 -15.042 -5.342
C: -22.814 -14.688 -4.499
C: -13.310 -8.685 -7.652
H: -15.676 -12.157 -5.633
C: -16.291 -16.585 -12.157
H: -16.979 -17.173 -12.701
C: -20.864 -11.097 -6.403
H: -23.037 -8.675 -10.933
H: -14.933 -18.064 -7.450
C: -20.433 -9.106 -10.736
O: -21.280 -15.642 -6.978
O: -21.696 -15.638 -4.554
H: -19.765 -6.333 -6.739
C: -10.995 -13.109 -7.771
H: -14.111 -13.093 -5.512
H: -22.594 -14.006 -3.662
O: -16.836 -16.236 -10.856
H: -20.993 -14.738 -8.718
H: -19.130 -19.939 -10.457
O: -15.489 -17.959 -9.425
N: -15.657 -13.911 -4.542
H: -13.606 -9.742 -7.822
H: -14.290 -11.814 -11.927
C: -12.288 -12.669 -11.472
H: -16.475 -9.791 -7.372
H: -12.420 -15.349 -8.041
H: -22.887 -14.290 -5.491
C: -17.157 -10.995 -11.202
H: -17.479 -15.657 -4.492
P: -20.483 -15.660 -5.575
O: -18.251 -10.490 -13.273
O: -19.840 -17.011 -5.270
C: -19.671 -11.321 -7.363
C: -16.509 -8.296 -13.797
H: -20.538 -10.681 -5.486
H: -10.639 -12.248 -12.927
C: -16.662 -15.981 -5.184
H: -14.802 -16.477 -8.138
C: -14.302 -12.679 -9.875
H: -19.176 -6.107 -8.356
H: -15.592 -7.612 -13.669
H: -12.378 -8.506 -8.164
C: -18.411 -19.444 -9.775
H: -15.361 -17.022 -11.918
C: -23.436 -6.883 -9.895
N: -11.447 -12.808 -10.168
H: -16.578 -13.806 -4.070
O: -17.554 -18.573 -10.468
H: -17.182 -11.852 -8.172
H: -13.591 -17.688 -8.639
H: -13.222 -8.662 -6.567
C: -11.429 -11.719 -12.419
H: -19.949 -9.542 -9.826
H: -11.498 -13.409 -6.824
N: -16.442 -9.313 -12.763
H: -19.283 -13.305 -6.720
H: -14.723 -7.145 -7.551
C: -14.654 -17.559 -8.343
H: -18.130 -5.594 -6.926
C: -20.225 -18.259 -5.847
C: -14.976 -12.722 -5.014
C: -11.997 -13.421 -8.914
O: -19.283 -10.464 -8.138
C: -17.338 -10.255 -12.491
H: -18.804 -8.425 -7.381
O: -19.496 -14.579 -5.417
C: -16.999 -7.766 -6.783
O: -14.355 -8.755 -10.187
H: -20.696 -16.535 -8.809
H: -17.297 -9.822 -5.814
N: -22.578 -7.996 -10.332
H: -9.631 -12.886 -10.617
H: -10.885 -12.033 -7.768
H: -17.398 -7.676 -13.652
H: -16.527 -8.652 -14.769
O: -16.273 -6.791 -6.498
O: -20.659 -6.772 -10.295

---

Record 2
C25H31BMnN8O5S | ωB97M-V with the def2-TZVPD basis set

Computed properties:
**Total charge**: 0
**M**: 621.39 g mol⁻¹
**LUMO level (spin up / spin down)**: -2.01 / -2.60 eV
**Multiplicity**: 2
**ΔE to the lowest compared entry with this formula, charge and spin**: 0.0 kcal/mol

CARTESIAN COORDINATES (ANGSTROEM)
H: -2.328 -0.848 5.382
O: -3.112 -0.440 0.061
H: -2.953 1.695 -1.938
C: -2.149 2.542 -0.124
H: -2.781 -2.940 2.599
H: 2.480 0.598 -2.386
H: -3.644 3.228 -1.444
H: 4.001 -2.475 -6.219
C: 3.119 -0.993 -3.695
N: -1.429 -0.335 2.290
H: 0.951 0.974 5.291
H: 4.173 -0.841 -3.495
O: -0.664 -4.534 0.903
N: -0.600 0.489 2.986
C: -0.711 3.575 1.214
C: -3.503 -0.877 -1.101
C: -3.242 -1.970 2.793
N: -0.505 2.253 1.266
C: -0.857 0.388 4.299
C: -3.268 2.277 -1.073
H: 3.367 -3.890 -5.387
Mn: -1.229 -0.402 0.289
O: -4.631 -1.125 -1.439
H: 2.491 -2.495 -1.376
O: 0.368 1.629 -1.789
N: -1.198 -0.341 -1.543
C: 3.747 -2.880 -5.238
C: 1.365 -2.191 -4.811
C: 1.773 -1.141 0.092
H: 4.560 1.024 2.079
C: 2.978 -0.654 0.604
C: 2.640 0.407 1.425
C: -0.931 -3.411 0.646
H: 3.305 1.178 3.312
S: -0.339 0.682 -2.590
N: 0.771 -0.388 0.559
C: 0.838 -0.382 -3.342
H: -0.264 2.245 5.191
H: 4.666 -2.938 -4.656
H: -2.097 -2.138 -2.044
H: 3.381 2.337 1.988
H: 1.153 4.458 1.796
H: -0.052 4.403 3.080
H: -0.632 -1.502 -4.443
C: 2.726 -2.010 -4.560
C: 1.603 -2.353 -0.762
H: 3.965 -1.042 0.416
H: -0.224 5.564 1.760
C: 0.088 4.552 2.009
C: -0.120 1.173 5.330
H: 1.483 -3.238 -0.135
C: -1.752 3.799 0.334
C: -2.211 -0.964 3.171
H: -2.595 -0.757 -3.091
H: -3.948 -2.090 3.613
H: -3.775 -1.667 1.895
O: -1.266 1.107 -3.598
H: -0.483 0.904 6.320
C: 3.519 1.288 2.248
C: 2.183 -0.181 -3.075
C: 0.419 -1.375 -4.220
C: -2.317 -1.063 -2.086
H: -2.174 4.749 0.052
C: -1.879 -0.531 4.457
N: -1.375 1.612 0.446
H: -4.080 1.745 -0.581
H: 0.734 -2.284 -1.410
H: 1.047 -2.976 -5.486
N: -1.222 -2.292 0.375
N: 1.309 0.542 1.384
H: 0.977 2.117 2.966
B: 0.361 1.421 2.218

---

Record 3
C17H25I2IrNO3RuS2 | ωB97M-V with the def2-TZVPD basis set

Computed properties:
**Total charge**: +4
**M**: 902.62 g mol⁻¹
**LUMO level (spin up / spin down)**: -13.38 / -17.16 eV
**Multiplicity**: 10
**ΔE to the lowest compared entry with this formula, charge and spin**: 32.8 kcal/mol

CARTESIAN COORDINATES (ANGSTROEM)
C: -0.355 0.040 4.557
C: 1.913 1.128 1.053
C: 0.321 -0.158 3.355
S: -1.123 -0.569 -1.411
C: 4.305 -0.190 -0.881
C: 3.924 -2.625 -1.436
N: -0.277 0.104 2.174
H: 3.630 -2.848 -0.403
S: 1.687 -0.970 -1.636
H: -2.439 -0.056 6.470
C: -1.544 0.546 2.155
H: -3.074 -0.926 0.607
H: 5.008 -2.794 -1.542
C: -1.649 0.550 4.561
C: 3.628 -1.179 -1.799
H: 3.396 -3.308 -2.112
H: 0.140 -0.188 5.498
C: -2.258 0.784 3.324
H: 3.380 -1.601 -3.913
H: -1.969 0.743 1.166
H: -3.250 -1.605 -3.026
C: 2.035 2.221 -2.242
H: -4.317 1.374 -0.888
H: -2.672 1.626 -0.264
H: 5.001 -1.010 -3.440
H: -4.613 -0.972 -0.297
H: -3.020 1.900 -1.998
O: 2.963 2.896 -2.458
C: -2.373 0.838 5.838
H: -4.522 -0.361 -2.887
O: 2.573 1.921 1.594
I: 0.815 -2.974 0.052
I: 0.446 -0.215 -4.391
H: -2.927 0.059 -3.579
H: 1.350 -0.513 3.327
H: 3.627 0.125 -3.537
C: -3.527 -1.120 -0.371
C: -0.451 2.794 -1.857
C: -3.247 1.276 -1.125
H: -3.283 1.158 3.266
C: -2.960 -0.177 -1.422
O: -0.986 3.829 -1.850
H: 5.394 -0.336 -0.971
H: -3.389 1.189 5.630
C: -3.441 -0.546 -2.823
H: -1.866 1.613 6.430
C: 3.918 -0.897 -3.265
H: 4.016 -0.363 0.164
H: -3.329 -2.159 -0.658
Ru: 0.532 1.230 -1.846
H: 4.062 0.841 -1.174
Ir: 0.799 -0.121 0.280

---

Record 4
CH6NOPS | ωB97M-V with the def2-TZVPD basis set

Computed properties:
**Total charge**: 0
**M**: 111.11 g mol⁻¹
**LUMO level (spin up / spin down)**: -1.51 / -1.52 eV
**ΔE to the lowest compared entry with this formula, charge and spin**: 81.7 kcal/mol

CARTESIAN COORDINATES (ANGSTROEM)
H: -0.226 -1.267 1.638
H: -0.048 -1.815 0.061
H: 0.087 0.775 -1.960
H: -1.211 -0.103 -2.430
O: 0.310 2.314 0.585
P: -1.013 0.180 -0.101
N: -0.517 -0.006 -1.710
H: 0.940 -0.501 0.873
S: -2.958 0.122 0.214
H: -0.305 2.974 0.266
C: 0.079 -1.060 0.710

---

Record 5
C12H7N2O5Pd | ωB97M-V with the def2-TZVPD basis set

Computed properties:
**Total charge**: +1
**M**: 365.62 g mol⁻¹
**LUMO level (spin up / spin down)**: -3.51 / -3.83 eV
**Multiplicity**: 3
**ΔE to the lowest compared entry with this formula, charge and spin**: 24.1 kcal/mol

CARTESIAN COORDINATES (ANGSTROEM)
O: -2.490 -1.760 -4.155
C: -1.686 1.495 -2.356
O: -3.487 -0.557 -0.006
C: 1.323 0.872 1.652
O: 1.399 0.329 -3.796
C: 0.433 -0.003 1.039
C: -0.071 -1.136 1.707
Pd: -0.903 -0.367 -1.767
N: 0.262 0.480 -0.246
H: 2.251 2.611 0.858
C: -1.914 -1.305 -3.301
H: 1.641 -0.629 4.624
N: 1.629 1.839 0.723
C: 1.300 -0.448 3.616
C: -2.520 -0.477 -0.631
C: 0.386 -1.340 3.010
C: 1.780 0.674 2.935
H: -0.786 -1.811 1.209
H: 0.034 -2.198 3.564
C: 0.980 1.583 -0.432
O: -1.379 2.540 -1.860
H: -2.444 1.373 -3.192
C: -0.130 -2.198 -1.224
H: 1.037 2.177 -1.362
H: 2.490 1.404 3.345
O: 0.295 -3.221 -0.919
C: 0.570 0.076 -3.034

---

Record 6
C3H5N2S2 | ωB97M-V with the def2-TZVPD basis set

Computed properties:
**Total charge**: +1
**SMILES**: S=C1CN(S)C=[NH+]1
**M**: 133.22 g mol⁻¹
**LUMO level**: -4.98 eV
**ΔE to the lowest compared entry with this formula, charge and spin**: 26.7 kcal/mol

CARTESIAN COORDINATES (ANGSTROEM)
C: 0.027 -0.082 -1.449
C: 0.927 -0.325 -0.292
H: 0.911 -1.151 2.491
S: 0.790 0.210 2.481
H: 1.704 0.511 -0.349
N: 0.130 0.136 0.855
H: -1.684 0.736 1.170
N: -1.211 0.288 -0.840
C: -1.048 0.497 0.433
S: 0.214 -0.242 -3.026
H: 1.184 -1.293 -0.092
H: -1.943 0.713 -1.381